# 1
Molecular formula: C18H45N3Na6O10P
Method: DFT, ωB97M-V with the def2-TZVPD basis set

```
83
Properties=species:S:1:pos:R:3:forces:R:3
C 1.04433 -4.76999 -1.04267 1.42 0.29 -0.30
C 1.34406 -0.68776 -2.61746 0.74 -1.21 0.33
C 3.97796 3.06635 1.97269 1.11 0.17 -0.12
O 4.76435 4.22965 2.05047 0.17 0.47 -0.24
O -2.09694 -0.42447 1.21765 0.30 -0.06 0.28
C 2.13345 1.92834 -1.10436 0.32 1.96 -0.72
H -5.46085 1.96247 1.43629 0.02 -0.14 -0.21
C 2.06719 -4.50086 0.08617 -0.83 -0.56 0.30
C 5.13376 -1.32763 1.10625 0.47 -0.04 1.10
Na -1.50148 -4.34345 1.17388 1.12 -0.34 0.11
C 2.94657 1.06431 -2.05013 -1.40 -1.27 0.04
H -2.58488 3.26750 -0.40025 0.01 0.08 -0.11
H -3.47675 1.19929 0.65531 0.40 -0.18 0.12
H 2.24998 -4.20126 3.00447 0.15 -0.41 -0.44
H -4.64136 1.23242 -2.75626 -0.47 -0.76 -0.36
H 1.62303 -0.90797 -3.64751 -0.33 0.70 -0.33
H 0.71281 -3.09871 0.81580 -0.02 0.61 -0.24
O 2.49172 -0.29780 -1.88358 0.21 -0.13 0.63
C -6.12357 3.01618 -0.21645 -0.46 1.13 -1.41
H 5.17856 -0.29458 0.77165 -0.27 -0.07 -0.30
H 3.62692 5.36789 3.31765 0.08 0.14 0.11
H 4.55491 2.68134 -0.13550 0.10 -0.30 0.21
H -3.47657 1.77659 -3.91499 0.48 0.12 0.55
H -3.71513 2.96727 -1.72123 -0.66 0.21 0.63
H -1.78549 -5.24529 -1.65126 0.04 0.01 -0.51
H 1.55863 -2.70120 2.98402 -0.01 0.58 -0.47
C 2.18073 -3.32768 2.33662 0.53 -0.20 0.32
H 1.56966 -5.31259 -1.83780 -0.07 -0.17 0.12
H 1.10589 -1.67888 -2.22147 -0.17 0.06 0.13
H 5.86989 -1.39529 1.91274 0.19 -0.18 -0.18
C -1.00706 -5.99660 -1.50170 1.06 -0.89 0.72
H 3.01057 -4.17197 -0.35356 -0.02 0.18 -0.12
H 4.86383 4.37071 4.10588 0.10 0.13 0.06
C -4.97509 2.60642 0.67805 -1.22 -2.18 1.22
H 0.74482 -3.82371 -1.51715 -0.39 -0.01 0.27
H -1.77711 2.36252 -2.40443 0.32 -0.58 -0.36
N 1.52274 -3.59723 1.08678 0.60 -0.72 0.22
Na -0.63865 -1.20504 4.49394 0.53 -0.51 -0.18
H 1.05760 1.74888 -1.18544 0.07 -0.61 0.05
H 1.85553 2.32617 0.89952 -0.32 -0.06 -0.30
H 5.38425 -2.03950 0.31999 -0.14 0.02 -0.11
O 3.85075 -1.55866 1.67825 -1.51 0.36 0.07
H 4.02139 1.03587 -1.89214 -0.02 0.27 0.25
C 3.63951 -2.83728 2.26401 0.58 -0.70 -0.58
H -1.36207 1.20058 -1.11783 -0.13 0.01 0.05
H -3.84317 0.19235 -4.13938 -0.56 -0.73 0.73
Na 1.84785 -0.62134 0.71098 0.91 0.05 -0.34
H 2.20594 2.94064 -1.54406 0.04 0.09 0.26
H 3.35542 3.91642 0.17789 0.04 -0.01 -0.25
C -2.18535 1.60131 -1.72291 0.13 1.36 0.99
P -0.79914 -1.28511 1.56802 -1.26 0.98 -1.72
Na -1.31344 1.40593 2.49119 0.14 0.15 -0.56
H -6.94766 3.53365 0.28868 0.20 -0.26 0.69
H 5.33740 5.84356 3.23202 0.15 -0.12 -0.36
O -1.38502 -2.37397 2.49261 -0.28 -1.14 0.45
H -8.38928 2.94302 -1.39402 -0.20 -0.21 -0.12
C -3.17590 2.48622 -0.90263 1.15 -1.13 -0.87
H -7.97150 1.64171 -2.55169 0.11 -0.27 0.22
H -0.49866 -6.37256 -2.39065 -0.29 0.56 -0.39
H 2.74906 1.35163 -3.08443 0.11 0.22 0.00
H -1.41471 -6.90357 -1.05123 -0.37 0.21 0.03
C -7.57632 2.42733 -1.91771 -0.26 0.79 0.23
O -0.24207 -1.83102 0.18598 -1.53 1.13 2.28
Na -2.34993 -1.59735 -0.96307 0.36 1.09 -0.51
H 4.55208 2.25284 2.43113 -0.11 -0.33 -0.28
H -5.85636 3.77504 -0.96662 0.61 0.06 0.13
C 4.65734 4.99901 3.23153 -0.75 -0.67 0.47
N 2.57313 1.95343 0.28858 0.50 -0.47 -0.04
H -7.11884 3.19656 -2.55268 0.18 -0.16 -0.07
C -3.76593 0.89643 -3.31363 0.15 1.39 -0.71
O -2.76296 0.51062 -2.37746 0.22 -0.69 -0.27
Na -3.77160 -1.64649 2.27388 0.23 0.24 0.00
O -0.02764 -5.54351 -0.55380 -0.93 0.48 0.75
O 0.16530 -0.38901 2.40991 -0.67 -0.38 -0.53
H 0.46116 -0.06900 -2.45795 0.07 0.40 -0.36
H 4.22506 -3.52416 1.63932 -0.27 -0.37 0.11
O -6.65459 1.93023 -0.96230 0.52 -0.33 0.27
H 3.04719 3.11886 2.55836 -0.17 0.36 -0.16
C 3.68756 2.91598 0.47555 -0.81 -0.01 0.82
H 2.24980 -5.46243 0.57513 0.23 -0.15 -0.16
H 4.05735 -2.96863 3.26926 0.12 0.63 0.03
H -4.56958 3.36613 1.35927 0.20 0.65 -0.89
N -4.01436 1.72390 -0.00796 -0.59 1.34 -0.20
```
Positions in Å, forces in eV/Å.

The gap between HOMO and LUMO is 5.79 eV. The calculation puts the HOMO energy at -0.56000 Eh. Its total charge is +3. For the energy relative to the best compared isomer or geometry (same formula, charge and spin), the calculation gives 0.0 kJ/mol. The value obtained for the LUMO energy is -0.3472 Ha.

Quick look at the Mulliken charges, all values in e: -0.68, 0.08, -0.52, -0.34, -0.79, -0.36, 0.33, -0.80, -0.82, 0.90, -0.57, 0.33, -0.04, 0.54, 0.32, 0.41, -0.14, -0.20, -0.69, 0.15, 0.28, 0.41, 0.33, 0.39, 0.23, -0.10, -0.60, 0.51, -0.62, 0.36, -0.78, 0.38, 0.30, -0.90, 0.28, 0.45, 0.59, 0.92, -0.07, 0.05, 0.35, -0.11, 0.34, -0.75, -0.49, 0.34, 0.55, 0.52, 0.29, 0.20, 1.74, 0.86, 0.53, 0.27, -1.18, 0.34, -0.88, 0.25, 0.38, 0.35, 0.29, -0.79, -1.06, 0.85, 0.29, 0.38, -0.71, 0.13, 0.35, -0.94, -0.24, 0.95, -0.34, -1.11, 0.23, 0.49, -0.30, 0.34, -0.72, 0.39, 0.39, 0.43, 0.30

***

# 2
Molecular formula: C17H21BrF3N3O9P
Method: DFT, ωB97M-V with the def2-TZVPD basis set

```
55
Properties=species:S:1:pos:R:3:forces:R:3
C -2.83060 -3.44339 3.08689 -0.79 0.54 -2.11
H -3.51627 -0.51837 -1.63818 -0.45 1.25 0.18
O 4.04021 -1.48772 -1.10114 -8.05 1.86 0.15
C -5.09667 -1.87958 4.76109 -0.47 -0.26 0.00
H 3.82376 -0.04452 -3.99523 -0.55 2.28 1.23
O -2.48310 0.44854 1.16096 -0.25 -1.14 -5.11
Br 1.40843 3.59095 -4.78198 -0.42 -1.92 2.07
F -2.95610 -5.81721 3.62862 -0.23 0.50 -0.04
H 5.82945 0.99793 -2.75585 -2.32 0.99 0.64
O -1.38223 3.27920 -3.03898 1.02 -3.69 1.02
C 4.70098 3.62932 -0.81941 0.90 -0.89 0.51
H -3.81142 -0.37986 3.99456 0.21 -0.09 -0.08
O -0.20047 -1.53414 1.16410 3.51 3.14 -6.89
H -4.54077 -1.34285 2.73086 0.06 -0.34 -0.03
C 4.92136 3.12661 -2.37667 0.51 -0.14 1.14
H 5.08727 4.73013 -0.66745 -1.01 -1.99 -0.40
C 3.63725 1.04834 -3.56102 -0.17 0.11 0.19
H -5.84912 -1.10607 4.94484 0.07 0.06 0.01
N 1.71308 -1.94120 -0.20561 0.92 2.16 -1.79
H -4.60594 -2.13041 5.70654 0.00 0.12 -0.13
C 1.53580 -3.41896 -0.47193 -0.34 -0.82 0.87
H 4.16044 3.70462 -3.05320 1.53 -1.19 1.13
C -4.09328 -1.40527 3.72830 0.48 0.15 0.14
C 0.37214 0.12379 -0.93668 2.25 0.93 -2.25
H 4.45980 1.12544 -1.38719 0.78 0.42 -2.38
H 6.05398 3.38288 -2.64759 -2.60 -0.21 0.44
O -2.87601 -2.14328 3.73805 -0.30 0.05 1.01
F -3.25903 -4.42586 5.26689 -0.12 -0.26 -0.10
H -1.76457 -3.68483 3.20297 0.44 -0.04 0.04
F -4.83678 -4.72501 3.79375 0.48 -0.23 -0.02
H -2.23933 3.37091 -0.57932 -0.82 -0.82 0.38
C 0.48453 -1.11652 0.10621 -1.96 -2.71 4.29
C 1.05941 2.24720 -3.28757 -1.34 -2.98 3.40
O -3.28841 -3.36376 1.84159 0.23 -0.61 0.81
C 4.78512 1.48010 -2.46604 -0.32 0.41 0.18
H -5.63213 -2.76367 4.41426 0.06 0.06 0.10
O 3.29092 3.44855 -0.37178 1.72 -0.12 1.24
P -2.47846 1.14961 -0.42883 -2.94 4.44 1.25
C -3.49498 -4.60110 3.93410 -0.06 0.65 0.11
N -1.05081 4.53314 -2.62982 -3.18 3.50 1.55
H -2.65127 -0.54510 1.02061 0.41 1.12 1.03
H 2.56236 -3.98879 -0.35615 -2.10 1.42 -0.50
O -2.07417 5.19645 -2.46643 3.77 -2.34 -1.06
N -2.96497 2.71422 -0.21923 1.99 -2.94 -0.79
C 1.84928 0.04000 -1.64341 -3.02 3.44 -1.17
C -0.42770 2.27841 -2.53906 3.10 -2.01 0.21
H 3.71054 1.78643 -4.47973 -0.42 -1.47 1.94
H 5.35276 2.93442 -0.10643 -1.04 1.46 -1.64
O -3.70350 0.45784 -1.51408 3.43 -0.97 2.36
C 2.17243 1.13435 -2.82876 -1.79 -0.23 0.83
H 1.03577 -3.54435 -1.52223 1.10 -0.03 1.91
C -0.79988 1.19740 -1.31778 4.37 -1.12 -1.90
H 3.29861 3.22325 0.62489 0.12 0.61 -2.53
H 0.81983 -3.84237 0.36113 1.36 0.97 -1.76
C 2.74250 -1.18585 -1.01644 2.25 -1.08 0.31
```
Positions in Å, forces in eV/Å.

The gap between HOMO and LUMO is 3.89 eV. The calculation puts the HOMO energy at -0.14728 Eh. Its total charge is -1. The value obtained for the LUMO energy is -0.0042 Ha.

Quick look at the natural (NBO) charges, all values in e: 0.32, 0.49, -0.56, -0.65, 0.25, -0.88, 0.09, -0.35, 0.22, -0.38, -0.07, 0.16, -0.47, 0.18, -0.44, 0.17, -0.47, 0.19, -0.51, 0.21, -0.44, 0.22, -0.07, -0.05, 0.24, 0.22, -0.58, -0.36, 0.09, -0.34, 0.35, 0.63, -0.12, -0.92, -0.41, 0.22, -0.75, 2.04, 0.91, 0.37, 0.53, 0.24, -0.25, -1.24, -0.12, 0.31, 0.23, 0.16, -0.92, 0.06, 0.20, -0.40, 0.48, 0.27, 0.68

***

# 3
Molecular formula: C4H6O2S
Method: DFT, ωB97M-V with the def2-TZVPD basis set

```
13
Properties=species:S:1:pos:R:3:forces:R:3
H 0.47164 -0.48533 -1.18576 -1.84 -0.33 1.75
S 0.64982 2.04054 -0.01450 -0.36 -1.07 -0.74
H -1.72916 2.32015 -1.17213 2.44 -2.74 0.32
C 0.51687 0.45290 0.78162 1.49 0.69 -0.04
C 0.56579 -1.01967 0.89448 1.30 -3.11 3.39
H 0.88565 -2.78141 -0.06323 3.97 3.25 3.10
H -0.11094 0.58819 1.63097 -0.58 0.88 0.15
O 1.64874 -2.00710 0.60252 -5.99 -1.71 -2.86
H -0.38910 0.81212 -1.99332 -1.77 2.78 2.24
H 0.03376 -1.11305 1.96512 1.33 -1.09 -2.65
C -0.20632 -0.50541 -0.21604 -0.01 2.84 -0.26
O -1.46435 0.26631 -0.23673 1.62 0.13 -2.63
C -0.87241 1.43175 -0.99301 -1.61 -0.52 -1.78
```
Positions in Å, forces in eV/Å.

The gap between HOMO and LUMO is 9.19 eV. The calculation puts the HOMO energy at -0.33020 Eh. For the energy relative to the best compared isomer or geometry (same formula, charge and spin), the calculation gives 744.3 kJ/mol. The value obtained for the LUMO energy is 0.0074 Ha.

Quick look at the natural (NBO) charges, all values in e: 0.21, 0.22, 0.24, -0.43, 0.09, 0.46, 0.21, -0.67, 0.20, 0.22, 0.00, -0.51, -0.24